160
Properties=species:S:1:pos:R:3:forces:R:3:mulliken_charge:R:1 method="wB97M-V/def2-TZVPD" gap_ev=8.3 energy_ev=-220646.0467
C -3.95032 2.52882 4.93599 1.2 0.7 -1.4 -0.755
C -3.25603 1.16705 5.16219 -0.8 0.5 1.1 -0.762
C -2.78687 0.62372 3.81295 -0.5 0.4 -0.4 0.094
S -2.43958 2.05934 2.69244 -1.1 -1.3 1.3 1.314
O -3.32222 2.00465 1.52492 1.0 0.5 1.2 -0.833
O -1.00416 2.05698 2.56319 0.3 0.5 -0.5 -0.216
C -2.93527 3.30043 3.95855 -1.4 -0.4 -0.4 -0.668
H -4.19130 3.18087 5.77554 0.7 -0.3 0.5 0.433
H -4.95432 2.35463 4.54902 0.2 0.1 -0.9 0.293
H -3.99809 0.51024 5.61613 0.0 -0.3 -0.2 0.421
H -2.53107 1.28352 5.96778 0.7 -0.1 -0.5 0.273
H -3.60750 0.08085 3.34394 0.1 0.1 -0.1 0.156
H -1.90610 -0.01840 3.81856 -0.1 0.2 0.1 -0.303
H -3.34516 4.17588 3.45489 -0.1 -0.1 0.0 0.530
H -2.00760 3.61117 4.43915 -0.1 -0.3 0.2 0.125
C -3.97737 2.57578 -2.45426 -0.4 -0.8 -0.8 0.922
C -4.61688 1.17047 -2.26095 -1.1 1.1 0.6 -0.265
C -5.65001 0.92595 -3.34536 0.2 0.7 -0.5 -0.948
S -6.63028 2.53326 -3.47727 1.1 -1.8 4.2 1.137
O -7.71658 2.41250 -2.47307 1.5 0.5 -1.7 -0.651
O -6.90334 2.87702 -4.82693 -0.2 0.5 -0.9 -0.628
C -5.17847 3.56290 -2.73943 0.7 -0.5 -0.5 -0.975
H -3.22593 2.60789 -3.24318 -0.3 -0.1 -0.5 -0.370
H -3.36132 2.71569 -1.56600 -0.5 0.8 0.3 -0.193
H -5.19300 1.35641 -1.35453 -0.1 -0.5 0.5 0.445
H -3.94958 0.33155 -2.06341 0.1 0.3 -0.4 -0.284
H -6.36017 0.12534 -3.13846 0.0 0.2 0.0 0.539
H -5.10864 0.73836 -4.27262 -0.4 0.1 -0.3 0.334
H -5.37802 4.15565 -1.84673 -0.8 -0.3 -0.1 0.385
H -4.97098 4.26346 -3.54830 0.2 -0.1 0.0 0.505
C 2.53887 4.21116 4.79397 0.6 0.1 0.2 -0.967
C 3.61792 4.61447 3.76232 -1.2 -0.1 -0.1 -0.292
C 2.78801 5.08303 2.50901 1.2 -0.6 0.8 -0.789
S 1.39986 3.97525 2.40449 -1.3 -0.8 -0.7 0.989
O 1.72724 2.97997 1.35335 -0.3 1.1 1.7 -0.158
O 0.15828 4.74186 2.25453 1.1 -0.5 0.2 -0.845
C 1.51860 3.27070 4.14600 0.6 1.8 -1.2 0.189
H 2.17103 5.15752 5.19047 -0.8 -0.1 -0.2 0.394
H 2.97254 3.74100 5.67655 0.2 -0.2 -0.1 0.462
H 4.24850 3.74855 3.56069 0.2 0.2 -0.3 -0.068
H 4.18259 5.42003 4.23172 0.3 0.0 -0.5 0.459
H 3.27297 4.87811 1.55459 0.3 0.5 0.0 0.237
H 2.44655 6.10914 2.64546 -0.1 -0.1 -0.2 0.431
H 1.99373 2.29987 4.00520 -0.7 -0.3 0.3 -0.384
H 0.53790 3.41766 4.59847 0.1 -0.9 -0.2 0.204
C 3.17270 -4.38719 -1.39425 -1.8 0.9 0.4 0.227
C 4.28046 -5.32583 -0.96527 -0.4 -1.2 0.5 -0.785
C 5.14214 -5.74533 -2.15345 0.9 1.6 -0.9 -0.653
S 4.51967 -4.75530 -3.59468 -0.8 2.3 0.0 1.093
O 3.47350 -5.47456 -4.27258 0.5 -0.8 -0.5 -0.621
O 5.58094 -4.04133 -4.32275 -1.0 -1.4 0.8 -0.679
C 3.59130 -3.52519 -2.56737 2.0 -1.3 0.0 -0.651
H 2.84385 -3.70032 -0.61440 0.5 0.0 0.5 -0.430
H 2.24164 -4.93981 -1.52009 0.1 -0.1 -0.9 0.544
H 3.85852 -6.25095 -0.57257 -0.3 0.1 0.1 0.337
H 4.79556 -4.90853 -0.10003 0.7 0.1 -0.5 0.226
H 5.19959 -6.78002 -2.49142 -0.4 0.0 0.3 0.449
H 6.15406 -5.36200 -2.02242 0.1 -0.2 -0.1 0.318
H 2.84985 -2.93063 -3.10107 0.1 -0.5 -0.1 0.587
H 4.45148 -2.92336 -2.27412 -0.3 0.6 0.3 0.059
C -5.23825 -4.12030 -0.61412 0.4 0.1 -0.7 -0.924
C -4.41502 -2.74753 -0.60074 1.1 -1.3 -0.9 -0.155
C -2.86842 -3.03608 -0.87825 -1.4 -1.6 0.7 1.199
S -2.71449 -4.87272 -1.08543 -0.8 -0.1 -1.3 1.063
O -1.55366 -5.30075 -0.35024 0.1 -0.2 0.5 -0.634
O -2.79356 -5.32808 -2.48412 -0.5 1.0 1.8 -0.689
C -4.31149 -5.25729 -0.18020 1.6 1.1 0.2 -0.354
H -5.58011 -4.33916 -1.62571 -0.2 0.2 0.0 0.351
H -6.10429 -4.04795 0.04379 0.0 0.0 -0.1 0.449
H -4.53160 -2.26911 0.37169 0.1 0.1 -0.2 0.201
H -4.70816 -2.09041 -1.41949 -0.5 0.0 0.3 0.041
H -2.32808 -2.93427 0.06290 0.3 0.5 -0.3 -0.922
H -2.40972 -2.58309 -1.75716 -0.1 0.2 0.2 -0.112
H -4.06822 -5.05500 0.86288 0.3 -0.2 0.2 -0.052
H -4.49167 -6.32991 -0.25172 -0.5 0.3 -0.6 0.508
C 1.05880 -0.90796 0.00436 0.8 -0.4 1.2 -0.098
C 0.10695 -0.08306 0.84026 0.1 -1.3 0.4 0.560
O -0.57617 0.79021 -0.08863 -0.4 -0.2 -0.1 0.312
S -0.39144 0.30394 -1.59376 0.8 -0.5 -1.7 1.211
O 0.58053 1.20453 -2.19013 -1.5 -0.8 0.3 -0.577
O -1.62687 -0.03912 -2.32858 2.9 0.8 2.3 -0.163
O 0.45778 -1.06233 -1.25092 -1.3 0.7 -1.0 0.085
H 1.21666 -1.89538 0.43815 -0.3 -0.1 0.0 0.448
H 2.05313 -0.46230 0.03305 0.0 0.4 -1.0 -1.290
H 0.66556 0.38475 1.65093 -0.5 0.8 -0.4 -0.379
H -0.59945 -0.78601 1.28180 -0.5 0.4 0.0 -0.186
C -0.38449 4.14048 -1.01490 -0.1 0.9 1.9 0.800
C -1.38362 5.23873 -0.59075 1.5 0.5 0.6 0.094
O -1.90252 5.72247 -1.76721 -1.8 2.2 -4.8 -0.582
S -1.19447 5.21307 -3.22746 1.2 -0.6 3.7 1.246
O 0.05896 5.93529 -3.48138 -3.0 -1.0 -0.2 -0.618
O -2.19411 4.90926 -4.28413 2.6 1.1 3.4 -0.591
O -0.74235 3.89693 -2.32812 -0.2 -1.9 -3.4 0.049
H -0.47126 3.33291 -0.28798 -0.5 -0.8 -0.9 -0.812
H 0.66917 4.39645 -0.90356 0.0 0.6 -0.4 0.026
H -0.84976 6.07625 -0.14169 -0.1 -0.2 0.5 0.286
H -2.24848 4.95239 0.00769 0.3 -0.4 0.1 0.136
C 2.67019 -2.23682 6.42254 0.5 0.5 -1.6 -0.408
C 3.49193 -0.96455 6.07671 -1.3 -0.3 -0.3 -0.290
O 2.65128 -0.40856 4.99814 -0.2 1.3 -0.1 -0.302
S 1.03316 -0.50813 5.26374 2.0 -1.0 1.9 0.977
O 0.35019 -0.76316 4.02406 0.9 0.3 1.2 -0.193
O 0.53198 0.54511 6.13978 1.0 -1.8 -1.5 -0.660
O 1.30142 -1.90114 6.09571 -1.6 0.8 0.4 -0.378
H 2.80984 -2.65294 7.42027 -0.5 0.4 0.0 0.341
H 2.92454 -2.98905 5.67585 0.2 -0.2 0.2 0.283
H 4.47436 -1.16796 5.65064 -0.3 -0.2 -0.3 0.296
H 3.65577 -0.26722 6.89829 -0.6 0.2 0.0 0.260
C 4.46419 1.31541 -1.92236 0.4 0.0 1.1 -0.004
C 3.57010 2.51534 -1.42089 1.5 -1.5 -0.6 0.733
O 4.48671 3.36187 -0.64738 1.2 -0.2 -0.4 -0.348
S 6.15598 2.92186 -0.81806 -0.5 0.8 -1.2 1.052
O 6.86048 3.08725 0.46763 -2.2 -1.0 -2.5 -0.519
O 6.78912 3.55353 -1.98504 -1.8 -1.3 2.4 -0.564
O 5.72718 1.38040 -1.17539 0.9 1.4 0.6 -0.347
H 4.68184 1.31785 -2.99041 0.0 0.1 0.2 0.366
H 4.10314 0.34638 -1.57780 -0.3 0.1 -0.4 -0.155
H 2.74294 2.11013 -0.83804 0.3 0.5 0.6 -0.571
H 3.12977 2.92607 -2.32946 0.3 1.0 0.3 0.390
C 6.11988 0.25383 2.06512 -1.7 1.6 -0.9 -0.625
C 4.73978 0.96440 2.18847 1.5 1.9 1.6 0.202
O 3.74819 0.13745 1.72676 -0.5 -3.4 -2.1 0.124
S 4.36479 -1.38571 1.42051 0.3 -1.0 -0.3 1.275
O 4.77398 -1.63179 0.02287 -1.3 1.0 2.9 -0.561
O 3.48879 -2.35808 2.08439 2.1 2.2 -1.2 -0.592
O 5.76871 -1.08733 2.25466 -1.4 -2.0 -0.2 -0.462
H 6.85432 0.59516 2.79463 -0.1 -0.3 -0.2 0.360
H 6.37607 0.46722 1.02738 0.9 -0.4 0.1 0.345
H 4.73888 1.90289 1.63409 -0.1 0.0 0.1 -0.070
H 4.45999 1.12097 3.23026 0.3 0.4 0.3 0.164
C -0.56435 -2.80953 -5.56685 0.8 -1.4 -1.5 0.253
C -1.07080 -4.20297 -6.08241 -1.0 1.2 1.3 -0.791
O -1.20501 -5.05783 -4.96253 0.6 -0.5 -0.7 -0.551
O -1.29010 -2.38407 -4.46088 -0.7 -0.5 0.8 -0.201
H -0.61793 -2.14014 -6.42542 0.0 0.4 0.1 0.219
H 0.47336 -2.95930 -5.26880 0.3 0.1 -0.1 0.164
H -0.50577 -4.65527 -6.89744 0.7 0.1 0.5 0.370
H -2.05568 -4.05543 -6.52551 -0.4 0.2 -0.1 0.329
H -1.63195 -4.54416 -4.27299 -0.2 0.0 0.3 0.316
H -1.30519 -1.42874 -4.36739 -0.3 0.0 -0.3 -0.208
C -2.74495 -3.63974 3.39389 -0.4 -2.2 0.6 -0.747
C -1.40462 -4.18460 2.80924 -1.2 2.8 0.0 -0.144
O -0.35973 -3.41090 3.42272 0.6 -1.8 0.3 -0.456
O -3.12776 -2.38283 2.96015 0.6 1.6 -1.4 -0.133
H -2.73655 -3.60285 4.48323 0.8 -0.3 0.3 0.358
H -3.55235 -4.34541 3.19837 -0.1 -0.4 -0.4 0.522
H -1.35156 -4.04214 1.72989 -0.3 0.2 -0.2 0.047
H -1.36105 -5.27133 2.88149 0.6 0.2 1.0 0.309
H -0.39912 -2.46615 3.25690 -0.5 -0.1 -0.3 0.254
H -4.00847 -2.14364 3.25801 0.0 -0.3 0.1 0.182
C -0.74461 1.90747 -5.09748 0.3 1.8 -1.0 0.306
C -0.70626 0.50951 -5.74607 -2.1 1.4 0.8 -0.494
O -2.06970 -0.02481 -5.63352 1.2 0.2 -0.2 -0.611
O -1.51115 2.86250 -5.92780 -0.1 -1.9 -0.1 -0.661
H 0.20696 2.43878 -5.07938 0.7 -0.9 0.3 0.350
H -1.12782 1.93437 -4.07742 -0.2 -0.5 -0.1 -0.423
H -0.05142 -0.14811 -5.17440 0.1 0.1 -0.3 0.387
H -0.48091 0.60453 -6.80828 0.5 -0.2 0.1 0.354
H -2.60660 0.64378 -6.06518 -0.3 0.1 0.0 0.338
H -1.58787 3.67853 -5.42799 -0.1 -0.1 -0.1 0.375